Density functional theory data (wB97M-V/def2-TZVPD) for 3 unconnected molecules or ions with the total composition C4H15NO2S.

Positions of all 23 atoms, in Å:
C  0.151  1.731  -1.569
C  -0.353  0.983  -0.284
N  -1.121  1.917  0.602
C  -1.062  -0.280  -0.750
C  -1.554  -1.212  0.380
S  -0.201  -2.014  1.287
H  0.959  1.153  -2.049
H  0.503  2.695  -1.171
H  -0.731  1.817  -2.211
H  0.411  0.719  0.494
H  -0.974  2.892  0.377
H  -2.054  1.633  0.873
H  -1.838  0.049  -1.507
H  -0.403  -0.793  -1.429
H  -2.116  -0.652  1.111
H  -2.349  -1.875  0.047
H  0.765  -2.112  0.357
O  1.945  -1.181  -2.610
H  1.841  -1.337  -3.549
H  1.695  -0.298  -2.329
O  1.613  1.673  2.108
H  1.091  1.717  1.285
H  2.529  1.882  1.885

LUMO = 0.616 eV
Energy relative to the best compared isomer or geometry (same formula, charge and spin) = 1.371 eV
DFT total energy = -20810.504 eV
Kohn-Sham gap = 0.347 hartree

Löwdin population analysis, charges in e, atoms 1 to 4: -0.03 -0.46 0.04 -0.25